(1)
This record from the OMol25 dataset describes 2 unconnected molecules or ions with the total composition C29H58FN3O7PS. The level of theory is ωB97M-V with the def2-TZVPD basis set.

Cartesian coordinates (Å):
C (-1.724430, 4.808348, -8.611468)
C (-1.386435, 4.316044, -7.077356)
C (-1.339507, 2.688393, -6.878997)
C (-1.314741, 2.264592, -5.285037)
C (-2.620696, 1.282780, -4.945551)
C (-2.060651, -0.258068, -4.974549)
C (-3.216902, -1.418762, -5.030479)
C (-4.759033, -0.871909, -4.929725)
C (-5.232900, -0.522504, -3.367314)
C (-5.842351, 0.996274, -3.243851)
C (-6.221144, 1.427425, -1.691084)
C (-4.877077, 1.487146, -0.697042)
C (-5.022689, 0.138470, 0.279058)
C (-4.004220, 0.150050, 1.563474)
C (-2.426520, -0.138474, 1.198882)
C (-1.935082, -1.726743, 1.003410)
N (-0.420811, -1.428003, 0.959787)
C (0.026880, -2.084692, -0.326608)
C (-0.328042, -3.718186, -0.393552)
F (-0.526366, -1.345689, -1.523087)
C (-0.083590, 0.026811, 1.181874)
N (1.033236, 0.785509, 0.946349)
O (2.139777, 0.211338, 0.443193)
C (2.869855, -0.579645, 1.444698)
C (3.633578, 0.291506, 2.603714)
O (4.781681, -0.376634, 3.235892)
C (4.871950, -0.022132, 4.687098)
C (3.881400, -1.012617, 5.595686)
P (1.105800, 2.544296, 1.269534)
S (1.521875, 3.034201, 3.101207)
N (-1.329218, 0.692550, 1.804732)
C (-1.072238, 0.671487, 3.275648)
C (-1.772556, -0.502604, 4.155650)
O (-1.062613, -1.823808, 4.099596)
C (-1.762080, -2.596945, 5.179828)
O (-2.980655, -3.147310, 5.017500)
H (-1.840401, 5.987303, -8.664883)
H (-0.856392, 4.529381, -9.376498)
H (-2.728137, 4.324500, -9.006035)
H (-0.328746, 4.768464, -6.793009)
H (-2.169215, 4.834885, -6.341689)
H (-2.234997, 2.201330, -7.484520)
H (-0.351855, 2.310395, -7.430944)
H (-1.279374, 3.206177, -4.557181)
H (-0.362408, 1.606145, -5.109715)
H (-3.424710, 1.533939, -5.760575)
H (-2.952160, 1.597052, -3.843828)
H (-1.297940, -0.441831, -4.083018)
H (-1.404278, -0.354070, -5.965567)
H (-3.041525, -2.051584, -6.014105)
H (-3.035785, -2.165388, -4.118792)
H (-5.457361, -1.780030, -5.264098)
H (-5.009034, 0.022767, -5.658746)
H (-6.092446, -1.284770, -3.069476)
H (-4.344595, -0.722132, -2.604582)
H (-6.840416, 1.025090, -3.896224)
H (-5.134883, 1.817550, -3.741830)
H (-6.973281, 0.592945, -1.294212)
H (-6.769500, 2.471388, -1.767119)
H (-4.906211, 2.487377, -0.047298)
H (-3.870303, 1.397583, -1.291697)
H (-5.005087, -0.862581, -0.351455)
H (-6.124286, 0.223328, 0.731627)
H (-4.373383, -0.663524, 2.334506)
H (-4.061042, 1.194488, 2.131778)
H (-2.391361, 0.215197, 0.057598)
H (-2.330127, -2.396870, 1.891524)
H (-2.476707, -1.991132, 0.001320)
H (1.209952, -2.042522, -0.481800)
H (0.095816, -4.298699, 0.530508)
H (0.287075, -4.117790, -1.335461)
H (-1.454130, -3.931081, -0.637304)
H (3.684816, -1.206743, 0.838299)
H (2.199985, -1.382299, 2.005826)
H (4.021983, 1.328454, 2.177421)
H (2.840984, 0.479650, 3.476535)
H (5.956203, -0.186612, 5.128753)
H (4.574116, 1.116134, 4.872230)
H (2.787565, -0.555267, 5.547344)
H (4.200693, -1.018260, 6.728404)
H (3.840074, -2.072295, 5.100167)
H (-0.220990, 3.084877, 0.954846)
H (2.022848, 3.102584, 0.295322)
H (0.106333, 0.541687, 3.419549)
H (-1.324663, 1.733768, 3.719323)
H (-2.911294, -0.685560, 3.974491)
H (-1.677471, -0.171720, 5.299185)
H (-1.254508, -2.733365, 6.229386)
C (8.208294, -2.820259, 4.063530)
O (9.617159, -2.656981, 4.214111)
C (9.989749, -2.069110, 5.378995)
O (9.238096, -1.689235, 6.263137)
O (11.343587, -1.977116, 5.389695)
C (11.881413, -1.373736, 6.564765)
H (8.024898, -3.299531, 3.097896)
H (7.808359, -3.467538, 4.850678)
H (7.704555, -1.848242, 4.066580)
H (11.628319, -1.963189, 7.451928)
H (11.524516, -0.343894, 6.667830)
H (12.970130, -1.351979, 6.465464)

Atomic forces in eV per Å
C 0.10 0.05 -0.27
C 0.15 0.69 -0.12
C 0.60 0.66 -0.61
C -0.29 -0.66 -0.46
C 1.68 0.84 0.70
C 0.19 0.18 -0.79
C 0.22 -0.29 0.35
C -0.68 -1.14 0.22
C -0.18 0.09 -0.24
C -0.40 0.14 -0.18
C 0.34 -0.23 -1.04
C -0.98 -1.01 0.27
C -0.60 1.13 0.49
C 0.21 -0.19 1.16
C -1.71 -0.19 -3.26
C -2.18 3.23 1.78
N 0.42 1.48 -2.95
C 2.35 -1.26 -0.99
C 0.55 0.54 -1.47
F 0.82 -1.58 2.82
C -3.53 -0.95 0.04
N -3.61 -1.60 0.61
O 1.52 -1.16 0.38
C 2.33 -2.21 1.50
C -0.57 1.14 0.99
O -1.25 0.78 0.67
C -0.42 -0.28 1.61
C -0.61 1.06 -0.73
P -0.66 2.19 1.35
S 0.04 -0.25 -0.79
N 3.03 -2.49 -1.09
C 1.02 -0.17 2.14
C -0.41 0.82 1.58
O -2.51 -0.35 2.58
C -5.88 -2.81 -1.29
O 8.32 4.00 0.57
H 0.21 -2.51 0.24
H -1.85 0.45 1.75
H 2.05 0.97 0.85
H -2.15 -0.98 -0.48
H 1.57 -1.33 -1.55
H 1.69 0.95 1.50
H -2.11 0.77 1.26
H -0.11 -1.95 -1.77
H -1.66 1.43 -0.14
H 1.37 -0.74 1.86
H 0.28 -0.93 -2.48
H -1.75 0.52 -1.75
H -1.39 0.23 2.09
H -0.61 1.34 2.00
H -0.51 1.53 -1.95
H 1.54 2.01 0.56
H 0.70 -1.82 1.58
H 1.76 1.63 -0.55
H -1.67 0.60 -1.65
H 2.07 -0.09 1.47
H -1.36 -1.92 1.22
H 1.55 1.99 -0.69
H 1.13 -2.19 0.43
H 0.21 -2.33 -1.35
H -1.98 0.43 0.93
H 0.22 2.10 1.29
H 2.46 -0.34 -0.85
H 0.74 1.58 -1.49
H 0.03 -2.15 -1.35
H 0.06 -0.60 2.34
H 1.51 1.19 -1.80
H 1.80 0.18 1.79
H -2.75 0.37 0.48
H -1.06 1.41 -1.58
H -1.37 0.97 2.06
H 2.22 0.45 0.81
H -1.90 1.64 1.11
H 0.94 1.78 -1.44
H -1.03 -2.06 0.72
H 1.58 -0.08 -2.08
H -2.06 0.32 -1.64
H 0.66 -2.42 -0.56
H 2.13 -1.06 0.18
H -0.51 -0.14 -2.42
H 0.30 1.97 1.18
H 1.15 -1.07 -0.38
H -0.67 -1.09 0.26
H -2.62 0.36 0.00
H 0.26 -2.32 -0.75
H 2.17 0.51 -0.02
H -0.24 -0.28 -2.49
H -0.46 0.52 -2.27
C -0.43 -0.08 -0.06
O 0.38 0.42 0.81
C -0.05 0.15 0.35
O 0.97 -0.52 -1.27
O -1.21 -0.19 -0.23
C 0.27 0.24 0.48
H 0.34 0.10 0.16
H 0.05 0.25 -0.04
H 0.07 -0.17 0.14
H -0.09 0.20 -0.16
H -0.06 -0.25 0.06
H -0.27 -0.14 -0.25

The value obtained for the frontier orbital gap is 7.9149 eV. The largest force on an atom comes out at 0.1800 hartree/bohr. The charge is +1.

Here are the Mulliken charges for atoms 1 to 5, given in e: -0.98, -0.41, -0.56, -0.71, 0.37



(2)
This record from the OMol25 dataset describes 8 unconnected molecules or ions with the total composition C29H61BrN9O9. The level of theory is ωB97M-V with the def2-TZVPD basis set.

Cartesian coordinates (Å):
C (2.119697, 0.568888, 3.882925)
C (1.216546, -0.297806, 3.421794)
C (0.867679, -1.585731, 3.998948)
N (-0.287153, -2.190851, 3.696024)
C (-0.360824, -3.419342, 4.317595)
O (-1.401758, -4.206419, 4.139537)
C (-2.556187, -3.902084, 4.955456)
C (-3.559982, -2.938605, 4.267065)
C (-3.625532, -1.547908, 4.919059)
O (-3.267754, -2.842072, 2.874165)
C (0.774165, -3.567928, 5.026350)
N (1.516069, -2.415115, 4.817680)
Br (3.162653, -2.139911, 5.572674)
H (2.517790, 0.492542, 4.887792)
H (2.452884, 1.380046, 3.247170)
H (0.669407, -0.069794, 2.508622)
H (-1.004334, -1.808025, 3.092528)
H (-2.201903, -3.422732, 5.873722)
H (-3.007079, -4.851251, 5.234937)
H (-4.546858, -3.395525, 4.379357)
H (-3.090627, -1.502700, 5.870619)
H (-4.665848, -1.280989, 5.108715)
H (-3.203021, -0.773525, 4.267437)
H (-3.413144, -1.935470, 2.582860)
H (1.083718, -4.402885, 5.631520)
C (1.093270, -2.597522, -0.911793)
O (0.952036, -1.463065, -0.477166)
N (1.524225, -3.633230, -0.174003)
C (1.692981, -4.973170, -0.707711)
C (1.829904, -3.348117, 1.209122)
H (0.886690, -2.858767, -1.960287)
H (1.057248, -5.679395, -0.170261)
H (2.734323, -5.286212, -0.624256)
H (1.416926, -4.979651, -1.759194)
H (0.935981, -2.949997, 1.686804)
H (2.612804, -2.587935, 1.273941)
H (2.155711, -4.252456, 1.718583)
C (5.951628, -3.571813, -1.499188)
O (5.048480, -4.278936, -1.914358)
N (5.800678, -2.283549, -1.148116)
C (6.885195, -1.477386, -0.626680)
C (4.486802, -1.687662, -1.305036)
H (6.979477, -3.946399, -1.360263)
H (6.645967, -1.118475, 0.377012)
H (7.060401, -0.613388, -1.268982)
H (7.793439, -2.075640, -0.577074)
H (3.758332, -2.256474, -0.724467)
H (4.182655, -1.721712, -2.351433)
H (4.509638, -0.654507, -0.975056)
C (-6.414241, -2.576469, 2.656215)
O (-6.553081, -2.042124, 3.750566)
N (-7.404613, -3.105889, 1.932824)
C (-7.163609, -3.727528, 0.645937)
C (-8.770636, -3.056806, 2.450507)
H (-5.434367, -2.657620, 2.167659)
H (-7.723052, -3.212193, -0.136202)
H (-7.473935, -4.773542, 0.663496)
H (-6.102278, -3.681670, 0.407386)
H (-9.070542, -2.027149, 2.609773)
H (-8.817404, -3.582744, 3.404733)
H (-9.448600, -3.520797, 1.742583)
C (4.408448, 2.433778, -1.746689)
O (5.042788, 1.425614, -2.012787)
N (3.085902, 2.572494, -1.924922)
C (2.388609, 3.802453, -1.595526)
C (2.329794, 1.454171, -2.469697)
H (4.885623, 3.335586, -1.326934)
H (1.623653, 3.613749, -0.839376)
H (1.908852, 4.212659, -2.484704)
H (3.093276, 4.536450, -1.210152)
H (2.411155, 0.580561, -1.822577)
H (2.710883, 1.185762, -3.455427)
H (1.284588, 1.740386, -2.551232)
C (3.091159, 7.609910, -3.276489)
O (1.995304, 7.087563, -3.179516)
N (4.144790, 7.054007, -3.901323)
C (5.437064, 7.701147, -3.965852)
C (3.967812, 5.753958, -4.529993)
H (3.315732, 8.597268, -2.837853)
H (5.726855, 7.876579, -5.003865)
H (6.201897, 7.081531, -3.492382)
H (5.394482, 8.658213, -3.448962)
H (3.197096, 5.810289, -5.297286)
H (3.650814, 5.022365, -3.785803)
H (4.894464, 5.425812, -4.986225)
C (-11.967637, -1.021224, 3.150217)
O (-11.387673, -1.863464, 2.487441)
N (-12.313704, -1.176267, 4.439846)
C (-13.005696, -0.142752, 5.183203)
C (-11.979775, -2.426228, 5.101975)
H (-12.261387, -0.043626, 2.734875)
H (-12.412034, 0.174916, 6.042336)
H (-13.970028, -0.507736, 5.540978)
H (-13.176144, 0.717817, 4.539755)
H (-10.901088, -2.585814, 5.090748)
H (-12.450855, -3.265489, 4.589921)
H (-12.328295, -2.388093, 6.130849)
C (6.524795, 4.369398, -7.306543)
O (5.331118, 4.563675, -7.161133)
N (7.277128, 4.948813, -8.258836)
C (8.694945, 4.683288, -8.392280)
C (6.634195, 5.869438, -9.182679)
H (7.096610, 3.685883, -6.656219)
H (9.271123, 5.603095, -8.275507)
H (8.915287, 4.256539, -9.372351)
H (9.007642, 3.976192, -7.626563)
H (6.189945, 6.704563, -8.640766)
H (5.838486, 5.364552, -9.730141)
H (7.374963, 6.245402, -9.883721)

Atomic forces in eV per Å
C -0.24 -0.30 0.08
C 0.33 0.22 -0.13
C -0.59 0.65 -0.02
N 0.08 0.10 0.09
C -0.53 0.27 -0.36
O -0.03 -0.52 0.18
C 0.07 0.50 0.17
C -0.24 0.20 0.20
C -0.09 -0.03 0.18
O 0.62 -0.03 -0.05
C 0.10 -0.41 0.26
N 0.22 -0.02 0.04
Br 0.08 -0.10 -0.01
H 0.33 -0.07 -0.28
H -0.30 0.20 0.26
H 0.33 -0.27 -0.13
H -0.04 -0.16 -0.04
H -0.01 -0.19 0.00
H 0.03 -0.04 -0.32
H 0.05 0.05 -0.06
H 0.00 -0.03 -0.06
H 0.09 0.03 -0.13
H 0.03 -0.07 0.03
H -0.28 -0.08 0.12
H 0.19 0.20 0.02
C 0.00 0.05 -0.19
O -0.05 -0.03 0.12
N -0.03 0.04 -0.03
C 0.12 0.01 0.13
C 0.06 -0.02 -0.03
H -0.01 0.00 0.01
H -0.02 0.00 -0.03
H 0.01 0.01 -0.08
H 0.01 0.02 -0.01
H 0.03 -0.04 0.10
H 0.02 -0.02 0.06
H -0.02 -0.05 -0.07
C 0.00 -0.05 0.11
O -0.03 -0.01 0.04
N 0.04 0.02 0.01
C -0.05 0.02 -0.12
C -0.06 -0.16 0.07
H 0.00 0.01 -0.03
H 0.03 0.00 0.01
H 0.01 0.02 0.03
H 0.00 -0.01 0.00
H -0.02 0.04 -0.03
H -0.05 0.07 0.00
H 0.06 0.02 -0.05
C -0.27 0.11 -0.07
O 0.10 -0.06 -0.01
N -0.09 -0.12 -0.04
C -0.07 0.04 0.06
C 0.39 0.01 0.09
H -0.01 -0.09 -0.08
H 0.01 -0.02 -0.02
H 0.02 -0.01 -0.03
H 0.01 0.00 0.00
H -0.06 -0.01 -0.01
H -0.08 0.00 0.00
H 0.00 0.04 -0.03
C 0.04 0.02 -0.04
O 0.01 0.00 0.08
N -0.02 0.04 0.09
C -0.08 -0.17 -0.13
C 0.13 0.00 -0.01
H 0.00 0.01 -0.02
H 0.00 0.05 0.02
H -0.03 0.13 0.07
H 0.00 0.02 -0.02
H -0.05 -0.01 0.00
H -0.02 -0.01 -0.01
H 0.00 0.01 0.00
C -0.01 -0.01 0.09
O 0.01 -0.03 0.03
N 0.07 -0.02 0.01
C -0.07 -0.07 -0.07
C -0.12 0.05 0.12
H 0.00 0.01 -0.03
H 0.03 0.02 0.01
H 0.02 0.03 0.00
H -0.01 0.01 0.00
H 0.03 -0.06 -0.04
H 0.01 -0.04 -0.04
H 0.02 0.06 -0.04
C -0.03 0.00 -0.08
O -0.15 0.06 0.06
N -0.02 0.04 0.07
C 0.04 -0.11 0.01
C 0.02 0.02 -0.09
H 0.00 0.00 0.01
H -0.02 0.03 0.00
H -0.02 0.04 0.00
H 0.00 0.00 -0.01
H 0.00 -0.01 0.02
H 0.00 -0.02 0.02
H -0.01 0.01 0.00
C -0.04 -0.06 -0.02
O 0.08 0.01 0.01
N 0.07 0.03 -0.02
C -0.09 0.06 -0.05
C -0.04 -0.05 0.06
H 0.00 0.00 -0.01
H 0.03 -0.02 0.01
H 0.03 -0.02 0.01
H 0.00 -0.01 0.01
H 0.00 0.02 -0.02
H 0.00 0.02 -0.02
H 0.01 0.00 0.00

The value obtained for the frontier orbital gap is 6.7716 eV. The largest force on an atom comes out at 0.0171 hartree/bohr. The charge is +1.

Here are the Mulliken charges for atoms 1 to 5, given in e: -0.88, -0.21, 0.57, 0.49, 0.35



Which formula does entry 1 have? C29H58FN3O7PS



Among the records above, which one has the lowest frontier orbital gap? C29H61BrN9O9



Look up the charge of the second one. +1



Which of these has the lowest frontier orbital gap? C29H61BrN9O9